Version A
# C4H10N2S2

One molecule with the formula C4H10N2S2 (ωB97M-V/def2-TZVPD, the OMol25 dataset).

## Properties
HOMO-LUMO gap	9.60	eV
total charge	0

Last column: Löwdin charge in e.
Positions of all 18 atoms, in Å:
C  -0.77091  0.83942  -0.63985  -0.650
C  1.43563  0.41032  0.50526  -0.951
C  -2.13626  1.42947  -0.47774  -0.121
C  1.23867  -1.96773  -0.07665  -0.060
N  -0.60757  -0.46663  -0.07355  -0.064
N  0.79469  -0.59078  -0.30831  -0.344
S  0.41960  1.92825  0.31499  0.859
S  3.07810  0.53141  -0.27130  0.717
H  -0.44333  0.74018  -1.73493  0.145
H  1.45990  0.06268  1.59375  0.094
H  -2.79125  0.85276  -1.04896  0.060
H  -2.13891  2.47764  -0.68265  0.071
H  -2.49914  1.15960  0.48926  0.067
H  0.42288  -2.55369  -0.17026  0.049
H  1.92832  -2.25103  -0.80231  0.059
H  1.65372  -2.03465  0.90620  0.078
H  -1.02136  -0.39438  0.89956  0.145
H  2.81734  1.61791  -1.00083  -0.154

---

Version B
# C4H10N2S2

One molecule with the formula C4H10N2S2 (ωB97M-V/def2-TZVPD, the OMol25 dataset).

## Properties
HOMO-LUMO gap	9.00	eV
total charge	0

Last column: Löwdin charge in e.
Positions of all 18 atoms, in Å:
C  -2.30399  -1.92613  0.50728  -0.163
C  -0.82659  -0.00146  -0.05258  -0.509
C  0.32745  -1.05347  -0.24286  -0.601
C  1.42062  -1.33722  0.81890  -0.206
H  -1.51088  -2.45167  1.13647  0.057
H  -2.59755  -2.37819  -0.52641  0.087
H  -3.26990  -2.02710  1.33859  0.121
H  -1.74215  1.50018  0.43636  0.082
H  0.75912  2.99224  -0.30431  -0.041
H  0.00066  -2.00086  -0.62598  0.086
H  1.75761  -0.55060  1.42809  0.029
H  2.07454  -2.03645  0.41009  0.036
H  1.06483  -2.12555  1.63623  0.113
H  1.15416  -0.83090  -2.83442  0.014
N  -2.05484  -0.42135  0.33089  -0.025
N  -0.84991  1.35281  -0.00456  -0.445
S  0.48582  1.94176  0.70358  0.729
S  1.44779  -0.11061  -1.36380  0.635

---

Least stable of them? version B.

---

Version A
# C2H9N3O2

A 2-piece molecular cluster, C2H9N3O2 overall (ωB97M-V/def2-TZVPD, the OMol25 dataset).

## Properties
HOMO-LUMO gap	9.01	eV
total charge	0

Last column: Löwdin charge in e.
Positions of all 16 atoms, in Å:
C  0.43763  0.38162  -0.86054  -0.130
C  0.42365  0.19293  0.62533  -0.484
N  0.30127  -0.69685  -1.67162  0.113
N  0.09771  -1.16302  1.03780  0.050
N  1.57173  0.76790  1.28297  0.050
O  -1.32982  1.29932  -0.74335  -0.303
O  -2.26040  0.17724  -0.87748  -0.153
H  -3.08805  0.67446  -0.94402  0.073
H  1.01416  1.21419  -1.24848  0.137
H  -0.53777  0.86071  0.72334  0.149
H  -0.01002  -0.49704  -2.61246  0.112
H  -0.22287  -1.44921  -1.23039  0.089
H  0.65967  -1.51735  1.80490  0.071
H  2.40622  0.21595  1.09855  0.076
H  -0.87233  -1.21525  1.33223  0.076
H  1.40922  0.75440  2.28322  0.073

---

Version B
# C2H9N3O2

A 2-piece molecular cluster, C2H9N3O2 overall (ωB97M-V/def2-TZVPD, the OMol25 dataset).

## Properties
HOMO-LUMO gap	9.47	eV
total charge	0

Last column: Löwdin charge in e.
Positions of all 16 atoms, in Å:
C  -3.23709  0.01026  0.44893  -0.080
C  -0.77672  0.02162  -0.09633  -0.537
H  -4.00992  -0.79466  0.39652  0.086
H  -3.32749  0.53720  1.42548  0.082
H  -3.37608  0.73856  -0.37707  0.083
H  -1.80295  -1.64904  0.36337  0.112
H  -1.59042  1.70428  0.42791  0.037
H  0.14892  -1.52122  -0.99229  0.150
H  1.24904  0.89769  -0.89485  0.082
H  3.72101  -0.71546  0.47988  0.042
H  5.06362  0.14870  0.40649  0.016
N  -1.89896  -0.65602  0.28159  -0.023
N  -0.88880  1.33266  -0.25595  0.073
N  0.32166  -0.69306  -0.41322  -0.021
O  1.48043  -0.04006  -0.82633  -0.031
O  4.17830  0.11226  0.74658  -0.071

---

Least stable of them? version A.

---

Version A
# H4O2

A 2-piece molecular cluster, H4O2 overall (ωB97M-V/def2-TZVPD, the OMol25 dataset).

## Properties
HOMO-LUMO gap	11.62	eV
total charge	0

Last column: Löwdin charge in e.
Positions of all 6 atoms, in Å:
H  -1.54281  -0.50262  0.67158  0.067
H  -1.11939  0.91671  0.00081  0.054
H  1.93783  -0.47925  -0.52015  0.032
H  0.48366  0.00423  -0.17649  -0.001
O  -1.21391  -0.02362  -0.08724  -0.028
O  1.45462  0.08455  0.11149  -0.124

---

Version B
# H4O2

A 2-piece molecular cluster, H4O2 overall (ωB97M-V/def2-TZVPD, the OMol25 dataset).

## Properties
HOMO-LUMO gap	11.40	eV
total charge	0

Last column: Löwdin charge in e.
Positions of all 6 atoms, in Å:
H  -1.99731  -0.58950  -0.53250  0.049
H  -0.57194  -0.20296  0.20996  0.063
H  1.81356  0.82368  -0.12841  0.048
H  1.99548  -0.44502  0.58114  0.047
O  -1.58573  0.10324  0.06978  -0.167
O  1.43075  -0.05151  -0.08606  -0.041

---

Least stable of them? version B.

---

Version A
# H4O2

A 2-piece molecular cluster, H4O2 overall (ωB97M-V/def2-TZVPD, the OMol25 dataset).

## Properties
HOMO-LUMO gap	11.74	eV
total charge	0

Last column: Löwdin charge in e.
Positions of all 6 atoms, in Å:
H  1.51527  0.86449  0.04547  0.042
H  1.16387  -0.42074  0.79388  0.064
H  -0.50082  -0.16079  -0.32041  -0.014
H  -1.51387  0.84161  0.23643  0.028
O  1.33647  -0.05547  -0.08471  -0.039
O  -1.41953  -0.08510  -0.00971  -0.081

---

Version B
# H4O2

A 2-piece molecular cluster, H4O2 overall (ωB97M-V/def2-TZVPD, the OMol25 dataset).

## Properties
HOMO-LUMO gap	12.12	eV
total charge	0

Last column: Löwdin charge in e.
Positions of all 6 atoms, in Å:
H  0.68119  0.37991  0.42198  0.041
H  1.90811  -0.58723  0.32946  0.054
H  -0.58918  -0.32964  -0.35950  0.034
H  -1.75055  0.77793  -0.12781  0.060
O  1.31740  -0.03658  -0.19507  -0.063
O  -1.56697  -0.20439  -0.06906  -0.126

---

Least stable of them? version B.

---

Version A
# H4O2

A 2-piece molecular cluster, H4O2 overall (ωB97M-V/def2-TZVPD, the OMol25 dataset).

## Properties
HOMO-LUMO gap	11.91	eV
total charge	0

Last column: Löwdin charge in e.
Positions of all 6 atoms, in Å:
O  0.30694  1.80373  0.28380  -0.070
H  0.17735  1.40678  -0.58294  0.021
H  0.86772  1.17449  0.75058  0.025
O  -0.08443  -1.36492  -0.04885  -0.058
H  -0.85109  -1.45563  0.52920  0.043
H  -0.41649  -1.56446  -0.93179  0.039

---

Version B
# H4O2

A 2-piece molecular cluster, H4O2 overall (ωB97M-V/def2-TZVPD, the OMol25 dataset).

## Properties
HOMO-LUMO gap	11.59	eV
total charge	0

Last column: Löwdin charge in e.
Positions of all 6 atoms, in Å:
H  -0.68348  -1.34756  -0.18735  0.093
H  0.12280  -0.56277  -1.06910  0.047
H  1.19517  0.87544  0.49486  0.044
H  -0.19635  0.45736  0.59370  -0.038
O  -0.80653  -0.55845  -0.79687  -0.068
O  0.36838  1.13597  0.96476  -0.078

---

Version C
# H4O2

A 2-piece molecular cluster, H4O2 overall (ωB97M-V/def2-TZVPD, the OMol25 dataset).

## Properties
HOMO-LUMO gap	12.04	eV
total charge	0

Last column: Löwdin charge in e.
Positions of all 6 atoms, in Å:
H  -0.22641  -0.18147  -0.59153  -0.031
H  -1.06827  -0.87718  -1.68523  0.053
H  -0.05386  0.59387  1.50669  0.058
H  1.30724  0.51037  0.90808  0.055
O  -0.43910  -1.04173  -0.94551  -0.083
O  0.48040  0.99615  0.80750  -0.052

---

Version D
# H4O2

A 2-piece molecular cluster, H4O2 overall (ωB97M-V/def2-TZVPD, the OMol25 dataset).

## Properties
HOMO-LUMO gap	11.55	eV
total charge	0

Last column: Löwdin charge in e.
Positions of all 6 atoms, in Å:
H  -2.05925  0.29251  0.59607  0.095
H  -1.82734  -0.46863  -0.67870  0.019
H  0.74041  -0.20316  0.62769  0.017
H  1.38768  -0.21970  -0.72744  0.010
O  -1.38844  0.19257  -0.16548  -0.071
O  1.60825  -0.11770  0.18828  -0.069

---

Least stable of them? version B.